[1]
Molecular formula: C5H7ClF2
Method: DFT, the ωB97M-V functional and the def2-TZVPD basis

Last columns: bonded neighbours and bond lengths (Å).
Cartesian coordinates (Å):
1 F -3.1368 -0.5802 0.2751  C2 1.380
2 C -2.0668 0.1883 -0.1361  F1 1.380, C3 1.533, H9 1.098, H10 1.134
3 C -0.8784 -0.7615 -0.3262  C2 1.533, C4 1.304, H11 1.066
4 C 0.3178 -0.4952 0.1198  C3 1.304, Cl5 1.789, C6 1.493
5 Cl 1.6297 -1.6722 -0.1843  C4 1.789
6 C 0.8850 0.5676 1.0022  C4 1.493, C7 1.593, H12 1.082, H13 1.068
7 C 1.3539 1.7489 0.0426  C6 1.593, F8 1.399, H14 1.125, H15 1.091
8 F 0.2581 2.3358 -0.5983  C7 1.399
9 H -2.2961 0.6290 -1.1158  C2 1.098
10 H -1.8362 1.0081 0.6123  C2 1.134
11 H -1.1056 -1.6858 -0.8058  C3 1.066
12 H 1.7319 0.2039 1.5681  C6 1.082
13 H 0.1656 1.0313 1.6406  C6 1.068
14 H 2.0937 1.4153 -0.7364  C7 1.125
15 H 1.7797 2.5368 0.6654  C7 1.091

## Properties
Orbital gap in eV: 10.61
SMILES string: FC/C=C(/Cl)CCF
HOMO in eV: -9.78
E in hartree: -854.604990
LUMO in eV: 0.8
Max |F| in Eh/bohr: 0.061

These are the Löwdin partial charges, in e, on atoms 1 to 4: -0.051 -0.187 -0.100 -0.641

***

[2]
Molecular formula: C60H68ClFNO32P2S2
Method: DFT, the ωB97M-V functional and the def2-TZVPD basis

Last columns: bonded neighbours and bond lengths (Å).
Cartesian coordinates (Å):
1 C -2.9090 -4.3724 4.2624  C2 1.348, H40 1.112, H41 1.111
2 C -4.0797 -5.0338 4.3637  C1 1.348, C3 1.561, H42 1.116
3 C -5.2516 -4.8827 3.3434  C2 1.561, O4 1.197, O5 1.391
4 O -5.0201 -4.5398 2.2204  C3 1.197
5 O -6.5110 -5.1943 3.8461  C3 1.391, C6 1.458
6 C -7.3081 -3.9926 4.0639  O5 1.458, C7 1.577, H43 1.117, H44 1.127
7 C -7.1372 -3.3836 5.5089  C6 1.577, C8 1.584, H45 1.125, H46 1.119
8 C -6.7765 -1.8419 5.5260  C7 1.584, C9 1.604, H47 1.116, H48 1.131
9 C -5.6082 -1.4786 4.4891  C8 1.604, C10 1.580, H49 1.111, H50 1.128
10 C -4.6663 -0.3147 4.9926  C9 1.580, C11 1.545, H51 1.121, H52 1.140
11 C -4.9796 1.1445 4.5941  C10 1.545, P12 1.918, H53 1.138, H54 1.131
12 P -4.1145 2.0650 3.1502  C11 1.918, F13 1.778, C14 1.906, C23 1.908, C31 1.926, P38 2.261
13 F -4.9470 3.5250 3.7292  P12 1.778
14 C -3.1670 0.5645 2.4544  P12 1.906, C15 1.571, H55 1.116, H56 1.133
15 C -3.8796 -0.3864 1.4268  C14 1.571, C16 1.613, H57 1.113, H58 1.119
16 C -2.7875 -1.5137 1.0549  C15 1.613, C17 1.568, H59 1.117, H60 1.127
17 C -1.6010 -0.9529 0.1964  C16 1.568, N18 1.494, H61 1.117, H62 1.128
18 N -0.6145 -2.0600 0.0135  C17 1.494, C19 1.379, C22 1.380
19 C -0.9796 -3.0294 -0.8968  N18 1.379, C20 1.471, H63 1.110
20 C 0.0986 -4.0302 -0.8933  C19 1.471, C21 1.480, H64 1.114
21 C 1.0917 -3.5222 0.0793  C20 1.480, C22 1.462, H65 1.113
22 C 0.5973 -2.2658 0.6407  N18 1.380, C21 1.462, H66 1.109
23 C -3.5224 3.0671 1.6385  P12 1.908, C24 1.601, H67 1.135, H68 1.129
24 C -4.2875 4.4583 1.4313  C23 1.601, C25 1.603, H69 1.113, H70 1.113
25 C -3.8271 4.9600 -0.0198  C24 1.603, C26 1.580, H71 1.125, H72 1.130
26 C -4.6678 4.2534 -1.1558  C25 1.580, S27 1.846, H73 1.124, H74 1.126
27 S -4.2009 4.8340 -2.8450  C26 1.846, O28 1.459, O29 1.461, Cl30 2.069
28 O -4.8792 3.9695 -3.8040  S27 1.459
29 O -2.7461 4.7599 -2.9527  S27 1.461
30 Cl -4.7484 6.8117 -3.1128  S27 2.069
31 C -2.6327 2.6450 4.2352  P12 1.926, C32 1.560, H75 1.125, H76 1.141
32 C -2.1164 1.6813 5.3481  C31 1.560, C33 1.619, H77 1.123, H78 1.115
33 C -0.8062 2.3839 5.9889  C32 1.619, S34 1.847, H79 1.117, H80 1.118
34 S 0.6213 1.6366 5.0856  C33 1.847, O35 1.461, O36 1.471, O37 1.649
35 O 1.8278 2.4523 5.1953  S34 1.461
36 O 0.3249 1.3677 3.6701  S34 1.471
37 O 0.8664 0.1744 5.8069  S34 1.649, H81 0.980
38 P -6.0153 1.6379 2.0027  P12 2.261, O39 1.525, H82 1.425, H83 1.449
39 O -6.0121 1.9555 0.5116  P38 1.525
40 H -2.0946 -4.5819 4.9906  C1 1.112
41 H -2.7080 -3.6234 3.4670  C1 1.111
42 H -4.2083 -5.7424 5.2164  C2 1.116
43 H -7.1761 -3.2617 3.2292  C6 1.117
44 H -8.3745 -4.3485 3.9904  C6 1.127
45 H -8.1239 -3.4765 6.0421  C7 1.125
46 H -6.3260 -3.9389 6.0433  C7 1.119
47 H -6.5884 -1.4403 6.5499  C8 1.116
48 H -7.6913 -1.3148 5.1206  C8 1.131
49 H -6.1134 -1.3230 3.5122  C9 1.111
50 H -4.9777 -2.4132 4.4422  C9 1.128
51 H -3.6120 -0.6934 4.9420  C10 1.121
52 H -4.8439 -0.3523 6.1185  C10 1.140
53 H -6.1026 1.2024 4.4187  C11 1.138
54 H -4.8576 1.8191 5.4937  C11 1.131
55 H -2.5837 -0.0520 3.1786  C14 1.116
56 H -2.3444 1.0458 1.8415  C14 1.133
57 H -4.7427 -0.9777 1.8057  C15 1.113
58 H -4.0550 0.1340 0.4514  C15 1.119
59 H -2.3963 -1.9570 2.0027  C16 1.117
60 H -3.3370 -2.2568 0.4105  C16 1.127
61 H -1.9331 -0.5107 -0.7738  C17 1.117
62 H -1.0170 -0.1427 0.7202  C17 1.128
63 H -1.8917 -3.0951 -1.5264  C19 1.110
64 H 0.1502 -4.9757 -1.4806  C20 1.114
65 H 2.0367 -4.0564 0.3259  C21 1.113
66 H 1.0650 -1.6145 1.4066  C22 1.109
67 H -2.4481 3.4265 1.7013  C23 1.135
68 H -3.4982 2.4839 0.6726  C23 1.129
69 H -5.3919 4.3401 1.3558  C24 1.113
70 H -3.9380 5.2453 2.1361  C24 1.113
71 H -2.7356 4.7438 -0.1840  C25 1.125
72 H -4.0362 6.0679 -0.0953  C25 1.130
73 H -5.7695 4.4458 -1.0463  C26 1.124
74 H -4.4955 3.1414 -1.1852  C26 1.126
75 H -1.7152 2.9028 3.6380  C31 1.125
76 H -2.9199 3.6200 4.7545  C31 1.141
77 H -2.7979 1.5256 6.2272  C32 1.123
78 H -1.7643 0.6711 5.0335  C32 1.115
79 H -0.7393 2.2204 7.0913  C33 1.117
80 H -0.8482 3.4589 5.6863  C33 1.118
81 H 1.5849 -0.2774 5.3171  O37 0.980
82 H -6.5293 0.3235 2.1985  P38 1.425
83 H -7.0288 2.4967 2.5806  P38 1.449
84 C 4.9248 -4.2894 -4.3907  C85 1.336, C90 1.462, H94 1.081
85 C 4.0074 -4.9302 -3.6601  C84 1.336, C86 1.494, O93 1.346
86 C 4.0329 -4.8919 -2.1668  C85 1.494, O87 1.215, C88 1.462
87 O 3.1678 -5.4726 -1.5409  C86 1.215
88 C 5.1132 -4.1512 -1.5171  C86 1.462, C89 1.335, H95 1.081
89 C 6.0319 -3.5135 -2.2469  C88 1.335, C90 1.494, O92 1.348
90 C 5.9905 -3.5289 -3.7404  C84 1.462, C89 1.494, O91 1.218
91 O 6.8380 -2.9178 -4.3668  C90 1.218
92 O 7.0372 -2.8263 -1.6687  C89 1.348, H96 0.977
93 O 3.0168 -5.6387 -4.2336  C85 1.346, H97 0.977
94 H 4.9163 -4.3073 -5.4719  C84 1.081
95 H 5.1304 -4.1455 -0.4361  C88 1.081
96 H 7.5599 -2.4583 -2.4070  O92 0.977
97 H 2.4914 -5.9990 -3.4928  O93 0.977
98 C 5.4204 -10.0168 -6.3247  C99 1.336, C104 1.462, H108 1.081
99 C 4.7668 -11.1822 -6.3050  C98 1.336, C100 1.495, O107 1.346
100 C 3.2818 -11.2488 -6.4658  C99 1.495, O101 1.218, C102 1.461
101 O 2.7305 -12.3346 -6.4604  C100 1.218
102 C 2.5510 -9.9929 -6.6194  C100 1.461, C103 1.338, H109 1.081
103 C 3.2041 -8.8258 -6.6357  C102 1.338, C104 1.495, O106 1.343
104 C 4.6920 -8.7615 -6.5022  C98 1.462, C103 1.495, O105 1.217
105 O 5.2482 -7.6797 -6.5407  C104 1.217
106 O 2.5555 -7.6582 -6.7728  C103 1.343, H110 0.977
107 O 5.4138 -12.3513 -6.1408  C99 1.346, H111 0.977
108 H 6.4942 -9.9562 -6.2116  C98 1.081
109 H 1.4759 -10.0531 -6.7171  C102 1.081
110 H 3.2493 -6.9708 -6.7537  O106 0.977
111 H 4.7203 -13.0384 -6.1650  O107 0.977
112 C 3.3413 0.7294 -4.2396  C113 1.337, C118 1.462, H122 1.082
113 C 3.6516 1.5583 -5.2413  C112 1.337, C114 1.496, O121 1.346
114 C 4.9386 2.3201 -5.2543  C113 1.496, O115 1.219, C116 1.461
115 O 5.1903 3.0507 -6.1971  C114 1.219
116 C 5.8462 2.1556 -4.1211  C114 1.461, C117 1.336, H123 1.081
117 C 5.5341 1.3291 -3.1184  C116 1.336, C118 1.494, O120 1.345
118 C 4.2605 0.5473 -3.1179  C112 1.462, C117 1.494, O119 1.216
119 O 4.0282 -0.2064 -2.1924  C118 1.216
120 O 6.3506 1.1603 -2.0625  C117 1.345, H124 0.977
121 O 2.8222 1.7447 -6.2843  C113 1.346, H125 0.976
122 H 2.4152 0.1710 -4.2186  C112 1.082
123 H 6.7655 2.7249 -4.1343  C116 1.081
124 H 5.8987 0.5147 -1.4846  O120 0.977
125 H 3.2739 2.3838 -6.8683  O121 0.976
126 C -3.2226 8.5244 5.6300  C127 1.339, C132 1.460, H136 1.081
127 C -3.4277 7.2053 5.5213  C126 1.339, C128 1.496, O135 1.343
128 C -3.2133 6.2864 6.6817  C127 1.496, O129 1.213, C130 1.463
129 O -3.4289 5.1009 6.5417  C128 1.213
130 C -2.7446 6.8652 7.9413  C128 1.463, C131 1.336, H137 1.081
131 C -2.5379 8.1806 8.0454  C130 1.336, C132 1.495, O134 1.348
132 C -2.7775 9.1035 6.8938  C126 1.460, C131 1.495, O133 1.220
133 O -2.5925 10.2998 7.0420  C132 1.220
134 O -2.1041 8.7390 9.1928  C131 1.348, H138 0.976
135 O -3.8359 6.6502 4.3685  C127 1.343, H139 0.982
136 H -3.3755 9.2011 4.8007  C126 1.081
137 H -2.5768 6.1878 8.7673  C130 1.081
138 H -2.0372 9.6953 9.0070  O134 0.976
139 H -3.9161 5.6871 4.5422  O135 0.982
140 C 3.6752 5.7471 0.9166  C141 1.336, C146 1.462, H150 1.081
141 C 2.4058 5.9592 1.2760  C140 1.336, C142 1.495, O149 1.346
142 C 1.4845 4.8257 1.5946  C141 1.495, O143 1.217, C144 1.462
143 O 0.3416 5.0666 1.9357  C142 1.217
144 C 2.0044 3.4647 1.4756  C142 1.462, C145 1.336, H151 1.082
145 C 3.2723 3.2529 1.1132  C144 1.336, C146 1.493, O148 1.349
146 C 4.2004 4.3858 0.8211  C140 1.462, C145 1.493, O147 1.219
147 O 5.3553 4.1480 0.5111  C146 1.219
148 O 3.7754 2.0074 0.9941  C145 1.349, H152 0.976
149 O 1.8965 7.2015 1.3692  C141 1.346, H153 0.977
150 H 4.3522 6.5581 0.6856  C140 1.081
151 H 1.3219 2.6532 1.6924  C144 1.082
152 H 4.7053 2.1282 0.7242  O148 0.976
153 H 0.9671 7.0813 1.6456  O149 0.977
154 C 6.5550 0.7357 -8.4472  C155 1.336, C160 1.461, H164 1.081
155 C 5.7262 0.4808 -9.4637  C154 1.336, C156 1.495, O163 1.347
156 C 6.1828 -0.2658 -10.6753  C155 1.495, O157 1.217, C158 1.463
157 O 5.3897 -0.4930 -11.5705  C156 1.217
158 C 7.5810 -0.6910 -10.7331  C156 1.463, C159 1.337, H165 1.081
159 C 8.4104 -0.4327 -9.7174  C158 1.337, C160 1.495, O162 1.346
160 C 7.9461 0.2901 -8.4943  C154 1.461, C159 1.495, O161 1.217
161 O 8.7312 0.4879 -7.5857  C160 1.217
162 O 9.7017 -0.8112 -9.7475  C159 1.346, H166 0.977
163 O 4.4413 0.8834 -9.4435  C155 1.347, H167 0.976
164 H 6.2359 1.2731 -7.5650  C154 1.081
165 H 7.9040 -1.2148 -11.6222  C158 1.081
166 H 10.0813 -0.5093 -8.8997  O162 0.977
167 H 4.0577 0.5766 -10.2873  O163 0.976

## Properties
Orbital gap in eV: 4.26
HOMO in eV: -4.87
Charge: -1
E in hartree: -6828.566362
LUMO in eV: -0.6
Max |F| in Eh/bohr: 0.087

These are the Löwdin partial charges, in e, on atoms 1 to 4: 0.035 -0.077 -0.470 0.134

***

[3]
Molecular formula: C18H28NO5
Method: DFT, the ωB97M-V functional and the def2-TZVPD basis

Last columns: bonded neighbours and bond lengths (Å).
Cartesian coordinates (Å):
1 C -1.1213 -1.2361 0.9173  O2 1.432, H13 1.120, H14 1.131, H15 1.134
2 O -1.4514 -1.5504 -0.4402  C1 1.432, C3 1.427
3 C -0.3982 -1.2175 -1.3434  O2 1.427, C4 1.574, H16 1.132, H17 1.141
4 C 0.9545 -1.9806 -1.0882  C3 1.574, C5 1.577, H18 1.134, H19 1.130
5 C 0.8805 -3.5477 -1.2516  C4 1.577, C6 1.607, H20 1.127, H21 1.132
6 C 2.3336 -4.2297 -1.1852  C5 1.607, C7 1.579, H22 1.130, H23 1.128
7 C 3.2264 -3.6037 -0.0438  C6 1.579, C8 1.494, C12 1.476
8 C 3.2678 -4.2743 1.2912  C7 1.494, C9 1.497, H24 1.118
9 C 4.1108 -3.6077 2.3327  C8 1.497, C10 1.472, H25 1.123
10 C 4.8230 -2.3579 2.0184  C9 1.472, N11 1.389, H26 1.120
11 N 4.7695 -1.7773 0.7577  C10 1.389, C12 1.379, H27 1.027
12 C 4.0129 -2.3691 -0.2315  C7 1.476, N11 1.379, H28 1.124
13 H -2.0640 -1.2218 1.5219  C1 1.120
14 H -0.4288 -2.0043 1.3755  C1 1.131
15 H -0.6128 -0.2321 1.0544  C1 1.134
16 H -0.6932 -1.3140 -2.4325  C3 1.132
17 H -0.1747 -0.1073 -1.2070  C3 1.141
18 H 1.7541 -1.6145 -1.8048  C4 1.134
19 H 1.3279 -1.7066 -0.0573  C4 1.130
20 H 0.3649 -3.8142 -2.2173  C5 1.127
21 H 0.3144 -3.9616 -0.3630  C5 1.132
22 H 2.1759 -5.3258 -0.9612  C6 1.130
23 H 2.8710 -4.1849 -2.1758  C6 1.128
24 H 2.7048 -5.2169 1.5017  C8 1.118
25 H 4.1683 -4.0804 3.3497  C9 1.123
26 H 5.4441 -1.8391 2.7926  C10 1.120
27 H 5.2535 -0.9010 0.5265  N11 1.027
28 H 3.9432 -1.8867 -1.2438  C12 1.124
29 O 1.4169 3.0903 3.8666  C30 1.201
30 C 0.4309 3.1095 3.1815  O29 1.201, O31 1.358, C34 1.510
31 O 0.3835 2.6234 1.9143  C30 1.358, C32 1.442
32 C -0.9094 2.9000 1.3399  O31 1.442, C33 1.513, H35 1.091, H36 1.085
33 C -1.8336 3.0991 2.5211  C32 1.513, C34 1.520, H37 1.088, H38 1.094
34 C -0.9048 3.7031 3.5619  C30 1.510, C33 1.520, H39 1.092, H40 1.088
35 H -0.8301 3.7935 0.7197  C32 1.091
36 H -1.2177 2.0666 0.7179  C32 1.085
37 H -2.6977 3.7188 2.2897  C33 1.088
38 H -2.1991 2.1303 2.8743  C33 1.094
39 H -0.8480 4.7901 3.4756  C34 1.092
40 H -1.1878 3.4125 4.5720  C34 1.088
41 O -2.8206 3.0904 -0.1918  C42 1.200
42 C -3.2263 2.9553 -1.3133  O41 1.200, O43 1.354, C46 1.505
43 O -4.4623 3.3250 -1.7247  C42 1.354, C44 1.437
44 C -4.6543 2.9185 -3.0892  O43 1.437, C45 1.515, H47 1.093, H48 1.090
45 C -3.2588 2.7632 -3.6573  C44 1.515, C46 1.518, H49 1.090, H50 1.093
46 C -2.4661 2.3143 -2.4434  C42 1.505, C45 1.518, H51 1.093, H52 1.089
47 H -5.2135 1.9792 -3.0966  C44 1.093
48 H -5.2309 3.6758 -3.6193  C44 1.090
49 H -3.2101 2.0699 -4.4971  C45 1.090
50 H -2.8868 3.7324 -4.0001  C45 1.093
51 H -2.4918 1.2293 -2.3160  C46 1.093
52 H -1.4385 2.6732 -2.4786  C46 1.089

## Properties
Orbital gap in eV: 6.93
HOMO in eV: -11.60
Charge: +1
E in hartree: -1133.337729
LUMO in eV: -4.7
Max |F| in Eh/bohr: 0.077

These are the Löwdin partial charges, in e, on atoms 1 to 4: -0.107 -0.195 -0.234 -0.200